Entry 1:
Formula: C2HFO2Tm
Source: the Open Molecules 2025 dataset
Level of theory: ωB97M-V with the def2-TZVPD basis set

```
7
C2HFO2Tm | the Open Molecules 2025 dataset | ωB97M-V with the def2-TZVPD basis set
C -0.01 -0.54 -0.38
C 0.25 0.11 0.86
O 0.14 -0.16 2.01
O -0.13 0.27 -1.42
Tm -0.65 -2.88 -0.49
H 0.07 1.41 -1.01
F 0.35 1.77 0.43
```

Its multiplicity is 4. Its electronic energy is -1411.4180 Ha. The expectation value of S² is 3.7745. As for the total charge: +2.

Which charges does natural (NBO) predict for the atoms? In e, they are: number 1, C, carries -0.18; number 2, C, carries 0.72; number 3, O, carries -0.34; number 4, O, carries -0.50; number 5, Tm, carries 2.07; number 6, H, carries 0.62; number 7, F, carries -0.39


Entry 2:
Formula: C3H6Si
Source: the Open Molecules 2025 dataset
Level of theory: ωB97M-V with the def2-TZVPD basis set

```
10
C3H6Si | the Open Molecules 2025 dataset | ωB97M-V with the def2-TZVPD basis set
C -2.19 -0.24 -1.09
C -0.94 -0.40 -0.68
C 0.38 -0.38 -0.44
Si 1.02 0.41 1.18
H -2.37 0.58 -1.63
H -2.89 -0.90 -0.63
H 1.14 -0.71 -1.16
H 0.80 1.78 0.81
H 2.33 -0.17 1.41
H 0.30 0.21 2.36
```

Its SMILES is C=C=C[SiH3]. Its electronic energy is -407.2905 Ha. As for the total charge: 0. The calculation puts the energy above the lowest of the compared OMol25 structures with the same formula, charge and spin at 68.3 kJ/mol.

Which charges does natural (NBO) predict for the atoms? In e, they are: number 1, C, carries -0.52; number 2, C, carries 0.15; number 3, C, carries -0.71; number 4, Si, carries 0.90; number 5, H, carries 0.22; number 6, H, carries 0.23; number 7, H, carries 0.25; number 8, H, carries -0.17; number 9, H, carries -0.16; number 10, H, carries -0.18


Entry 3:
Formula: C29H44BrFeN3P2
Source: the Open Molecules 2025 dataset
Level of theory: ωB97M-V with the def2-TZVPD basis set

```
80
C29H44BrFeN3P2 | the Open Molecules 2025 dataset | ωB97M-V with the def2-TZVPD basis set
C 2.93 5.43 -0.96
C 1.82 4.93 -1.67
C 2.01 4.64 -3.04
C 3.26 4.89 -3.62
N 4.30 5.36 -2.93
C 4.14 5.63 -1.63
C 0.58 4.67 -1.00
C -0.46 4.44 -0.41
C -1.20 3.46 0.35
C -0.40 2.64 1.21
C -0.91 1.43 1.62
C -2.18 1.02 1.27
C -3.06 1.90 0.62
C -2.55 3.15 0.16
Fe -1.95 -0.59 2.20
P 0.99 -0.67 0.69
H 1.22 4.20 -3.64
H 2.87 5.61 0.10
H 3.44 4.67 -4.68
H 5.01 6.01 -1.11
H -3.23 3.88 -0.28
H 0.54 3.07 1.60
H -4.12 1.67 0.56
H -0.35 0.78 2.28
C 1.94 -2.26 0.62
C 3.19 -2.42 -0.24
H 1.19 -3.00 0.30
H 2.18 -2.52 1.66
H 3.54 -3.46 -0.14
H 3.00 -2.24 -1.30
H 4.02 -1.78 0.09
C 1.13 0.03 -1.03
C 2.44 0.63 -1.55
H 0.35 0.81 -1.08
H 0.80 -0.77 -1.71
H 2.31 0.86 -2.62
H 2.68 1.58 -1.06
H 3.29 -0.04 -1.46
C 2.19 0.43 1.63
C 3.70 0.20 1.61
H 1.88 0.35 2.68
H 1.98 1.47 1.35
H 4.17 0.96 2.25
H 3.97 -0.78 2.01
H 4.13 0.30 0.61
Br -3.55 -2.21 2.29
P -1.94 -2.16 -1.20
C -0.78 -2.83 -2.42
C -1.27 -4.09 -3.13
H 0.12 -3.02 -1.81
H -0.53 -2.02 -3.11
H -0.51 -4.37 -3.86
H -1.39 -4.92 -2.42
H -2.22 -3.90 -3.66
C -3.15 -3.47 -0.75
C -4.55 -3.41 -1.33
H -3.24 -3.40 0.35
H -2.68 -4.44 -0.93
H -5.18 -4.17 -0.84
H -5.03 -2.44 -1.15
H -4.54 -3.61 -2.41
C -2.88 -0.77 -1.96
C -3.33 -0.99 -3.40
H -2.23 0.12 -1.90
H -3.75 -0.52 -1.32
H -3.84 -0.10 -3.78
H -2.49 -1.19 -4.07
H -4.04 -1.83 -3.49
C -0.37 0.99 4.77
C -0.35 -0.46 4.52
N -0.62 -1.13 3.38
C -0.40 -2.50 3.61
C -0.17 -2.65 4.94
N -0.11 -1.37 5.49
H -1.37 1.41 4.55
H -0.12 1.21 5.81
H 0.34 1.52 4.10
H -0.54 -3.23 2.84
H -0.05 -3.54 5.51
H -0.01 -1.13 6.45
```

Its multiplicity is 5. Its electronic energy is -5815.4281 Ha. The expectation value of S² is 6.2966. As for the total charge: +2. The calculation puts the energy above the lowest of the compared OMol25 structures with the same formula, charge and spin at 287.2 kJ/mol.

Which charges does Löwdin predict for the atoms? In e, they are: number 1, C, carries -0.01; number 2, C, carries -0.23; number 3, C, carries -0.01; number 4, C, carries -0.12; number 5, N, carries 0.07; number 6, C, carries -0.12; number 7, C, carries 0.06; number 8, C, carries 0.07; number 9, C, carries -0.20; number 10, C, carries 0.00; number 11, C, carries -0.24; number 12, C, carries -0.21; number 13, C, carries -0.03; number 14, C, carries 0.01; number 15, Fe, carries 0.38; number 16, P, carries 0.98; number 17, H, carries 0.11; number 18, H, carries 0.11; number 19, H, carries 0.12; number 20, H, carries 0.12; number 21, H, carries 0.14; number 22, H, carries 0.14; number 23, H, carries 0.12; number 24, H, carries 0.01; number 25, C, carries -0.42; number 26, C, carries -0.14; number 27, H, carries 0.05; number 28, H, carries 0.08; number 29, H, carries 0.09; number 30, H, carries 0.07; number 31, H, carries 0.05; number 32, C, carries -0.40; number 33, C, carries -0.13; number 34, H, carries 0.06; number 35, H, carries 0.04; number 36, H, carries 0.09; number 37, H, carries 0.07; number 38, H, carries 0.06; number 39, C, carries -0.38; number 40, C, carries -0.13; number 41, H, carries 0.06; number 42, H, carries 0.06; number 43, H, carries 0.09; number 44, H, carries 0.08; number 45, H, carries 0.06; number 46, Br, carries 0.37; number 47, P, carries 1.13; number 48, C, carries -0.39; number 49, C, carries -0.11; number 50, H, carries 0.07; number 51, H, carries 0.09; number 52, H, carries 0.10; number 53, H, carries 0.08; number 54, H, carries 0.09; number 55, C, carries -0.42; number 56, C, carries -0.12; number 57, H, carries -0.07; number 58, H, carries 0.08; number 59, H, carries 0.10; number 60, H, carries 0.08; number 61, H, carries 0.07; number 62, C, carries -0.37; number 63, C, carries -0.11; number 64, H, carries 0.08; number 65, H, carries 0.08; number 66, H, carries 0.10; number 67, H, carries 0.08; number 68, H, carries 0.07; number 69, C, carries 0.02; number 70, C, carries -0.33; number 71, N, carries -0.13; number 72, C, carries -0.12; number 73, C, carries -0.01; number 74, N, carries 0.15; number 75, H, carries 0.11; number 76, H, carries 0.11; number 77, H, carries 0.09; number 78, H, carries 0.10; number 79, H, carries 0.12; number 80, H, carries 0.17


Entry 4:
Formula: C3H11NO3
Source: the Open Molecules 2025 dataset
Level of theory: ωB97M-V with the def2-TZVPD basis set

```
18
C3H11NO3 | the Open Molecules 2025 dataset | ωB97M-V with the def2-TZVPD basis set
C 0.73 1.23 -0.95
N 0.79 1.00 0.48
C 0.15 1.94 1.41
C 1.11 -0.24 0.92
O 1.38 -1.19 0.21
H 1.10 2.23 -1.13
H 1.47 0.56 -1.40
H -0.21 1.03 -1.46
H -0.87 2.08 1.08
H 0.05 1.45 2.37
H 0.73 2.86 1.44
H 1.15 -0.33 2.01
O -2.62 -1.74 0.06
H -1.79 -1.89 -0.40
H -2.96 -2.60 0.27
O -0.33 -1.91 -1.83
H -0.30 -2.87 -1.79
H 0.42 -1.62 -1.29
```

Its SMILES is CN(C)C=O.O.O. Its electronic energy is -401.3844 Ha. As for the total charge: 0. The calculation puts the energy above the lowest of the compared OMol25 structures with the same formula, charge and spin at 75.3 kJ/mol.

Which charges does natural (NBO) predict for the atoms? In e, they are: number 1, C, carries -0.43; number 2, N, carries -0.42; number 3, C, carries -0.40; number 4, C, carries 0.55; number 5, O, carries -0.67; number 6, H, carries 0.20; number 7, H, carries 0.23; number 8, H, carries 0.22; number 9, H, carries 0.21; number 10, H, carries 0.21; number 11, H, carries 0.20; number 12, H, carries 0.12; number 13, O, carries -0.96; number 14, H, carries 0.49; number 15, H, carries 0.46; number 16, O, carries -0.97; number 17, H, carries 0.47; number 18, H, carries 0.50


Entry 5:
Formula: C3H5NO
Source: the Open Molecules 2025 dataset
Level of theory: ωB97M-V with the def2-TZVPD basis set

```
10
C3H5NO | the Open Molecules 2025 dataset | ωB97M-V with the def2-TZVPD basis set
C 1.06 0.75 0.11
N -0.15 0.21 0.66
C -0.44 -1.07 -0.01
C -1.48 -0.06 -0.04
O -2.50 0.46 -0.12
H 1.94 0.07 -0.05
H 0.85 1.31 -0.93
H 1.33 1.59 0.88
H -0.61 -1.91 0.54
H 0.00 -1.35 -1.04
```

Its SMILES is CN1CC1=O. Its electronic energy is -247.1953 Ha. As for the total charge: 0. The calculation puts the energy above the lowest of the compared OMol25 structures with the same formula, charge and spin at 293.8 kJ/mol.

Which charges does natural (NBO) predict for the atoms? In e, they are: number 1, C, carries -0.43; number 2, N, carries -0.50; number 3, C, carries -0.34; number 4, C, carries 0.74; number 5, O, carries -0.46; number 6, H, carries 0.21; number 7, H, carries 0.17; number 8, H, carries 0.21; number 9, H, carries 0.20; number 10, H, carries 0.20


Entry 6:
Formula: C4H10N2O
Source: the Open Molecules 2025 dataset
Level of theory: ωB97M-V with the def2-TZVPD basis set

```
17
C4H10N2O | the Open Molecules 2025 dataset | ωB97M-V with the def2-TZVPD basis set
N 0.57 -2.36 -0.56
C 0.72 -1.21 -1.38
C -0.17 -0.02 -0.89
N 0.34 0.54 0.24
C -0.62 1.25 1.11
C 0.00 1.47 2.49
O -1.17 0.31 -1.44
H 1.44 -2.80 -0.29
H -0.07 -2.44 0.23
H 0.28 -1.53 -2.35
H 1.77 -0.95 -1.55
H 1.29 0.84 0.39
H -0.91 2.21 0.66
H -1.55 0.71 1.22
H 0.29 0.49 2.85
H 0.92 2.03 2.40
H -0.69 1.94 3.19
```

Its multiplicity is 2. Its electronic energy is -342.8189 Ha. The expectation value of S² is 0.7555. As for the total charge: +1. The calculation puts the energy above the lowest of the compared OMol25 structures with the same formula, charge and spin at 130.3 kJ/mol.

Which charges does natural (NBO) predict for the atoms? In e, they are: number 1, N, carries -0.33; number 2, C, carries -0.37; number 3, C, carries 0.67; number 4, N, carries -0.63; number 5, C, carries -0.23; number 6, C, carries -0.61; number 7, O, carries -0.44; number 8, H, carries 0.41; number 9, H, carries 0.43; number 10, H, carries 0.32; number 11, H, carries 0.26; number 12, H, carries 0.43; number 13, H, carries 0.21; number 14, H, carries 0.22; number 15, H, carries 0.20; number 16, H, carries 0.21; number 17, H, carries 0.25


Entry 7:
Formula: C3H2Cl2FNO
Source: the Open Molecules 2025 dataset
Level of theory: ωB97M-V with the def2-TZVPD basis set

```
10
C3H2Cl2FNO | the Open Molecules 2025 dataset | ωB97M-V with the def2-TZVPD basis set
C -0.73 -0.42 -0.24
C 0.55 0.28 -0.15
C 1.76 -0.47 -0.21
H -2.02 1.36 0.86
H -2.71 -0.14 0.86
N -1.87 0.31 0.07
O -0.94 -1.61 -0.49
F 2.08 -1.72 -0.26
Cl 0.57 2.05 -0.42
Cl 3.30 0.35 -0.02
```

Its electronic energy is -1265.6339 Ha. As for the total charge: 0. The calculation puts the energy above the lowest of the compared OMol25 structures with the same formula, charge and spin at 329.1 kJ/mol.

Which charges does natural (NBO) predict for the atoms? In e, they are: number 1, C, carries 0.59; number 2, C, carries -0.25; number 3, C, carries 0.46; number 4, H, carries 0.39; number 5, H, carries 0.42; number 6, N, carries -0.86; number 7, O, carries -0.55; number 8, F, carries -0.25; number 9, Cl, carries 0.04; number 10, Cl, carries 0.01


Entry 8:
Formula: C4H6O2
Source: the Open Molecules 2025 dataset
Level of theory: ωB97M-V with the def2-TZVPD basis set

```
12
C4H6O2 | the Open Molecules 2025 dataset | ωB97M-V with the def2-TZVPD basis set
C 0.49 0.24 1.96
C -0.36 -0.22 0.79
O 0.44 -1.25 0.03
C 0.29 -0.67 -1.26
C -0.37 0.46 -0.63
O -0.68 1.56 -1.13
H 1.00 -0.79 2.45
H 1.29 0.77 1.41
H -0.06 0.93 2.54
H -1.40 -0.54 1.07
H 1.18 -0.41 -1.79
H -0.37 -1.29 -1.95
```

Its SMILES is C[C@@H]1OCC1=O. Its electronic energy is -306.4108 Ha. As for the total charge: 0. The calculation puts the energy above the lowest of the compared OMol25 structures with the same formula, charge and spin at 250.6 kJ/mol.

Which charges does natural (NBO) predict for the atoms? In e, they are: number 1, C, carries -0.63; number 2, C, carries 0.01; number 3, O, carries -0.53; number 4, C, carries -0.19; number 5, C, carries 0.56; number 6, O, carries -0.51; number 7, H, carries 0.25; number 8, H, carries 0.22; number 9, H, carries 0.22; number 10, H, carries 0.20; number 11, H, carries 0.21; number 12, H, carries 0.20


Copy entry 8 word for word.
Formula: C4H6O2
Source: the Open Molecules 2025 dataset
Level of theory: ωB97M-V with the def2-TZVPD basis set

```
12
C4H6O2 | the Open Molecules 2025 dataset | ωB97M-V with the def2-TZVPD basis set
C 0.49 0.24 1.96
C -0.36 -0.22 0.79
O 0.44 -1.25 0.03
C 0.29 -0.67 -1.26
C -0.37 0.46 -0.63
O -0.68 1.56 -1.13
H 1.00 -0.79 2.45
H 1.29 0.77 1.41
H -0.06 0.93 2.54
H -1.40 -0.54 1.07
H 1.18 -0.41 -1.79
H -0.37 -1.29 -1.95
```

Its SMILES is C[C@@H]1OCC1=O. Its electronic energy is -306.4108 Ha. As for the total charge: 0. The calculation puts the energy above the lowest of the compared OMol25 structures with the same formula, charge and spin at 250.6 kJ/mol.

Which charges does natural (NBO) predict for the atoms? In e, they are: number 1, C, carries -0.63; number 2, C, carries 0.01; number 3, O, carries -0.53; number 4, C, carries -0.19; number 5, C, carries 0.56; number 6, O, carries -0.51; number 7, H, carries 0.25; number 8, H, carries 0.22; number 9, H, carries 0.22; number 10, H, carries 0.20; number 11, H, carries 0.21; number 12, H, carries 0.20


Q: The lowest electronic energy belongs to which entry?
A: C29H44BrFeN3P2


Q: Number 5 is which compound?
A: C3H5NO


Q: What is the total charge in the first record?
A: +2